1.
{"formula": "C8H16N2O4", "method": "ωB97M-V/def2-TZVPD", "species": ["C", "C", "O", "N", "C", "O", "C", "O", "O", "C", "C", "C", "C", "N", "H", "H", "H", "H", "H", "H", "H", "H", "H", "H", "H", "H", "H", "H", "H", "H"], "coordinates": [[4.175, -0.373, 1.318], [2.602, -0.449, 1.066], [1.910, -1.135, 1.878], [1.852, 0.229, -0.014], [1.995, 1.716, 0.015], [2.095, -0.313, -1.255], [1.024, 0.085, -2.110], [1.336, 0.642, -3.196], [-0.349, -0.043, -1.822], [-0.661, -1.294, -1.140], [-2.252, -1.549, -0.978], [-2.740, -0.723, 0.341], [-3.011, 0.841, 0.026], [-3.341, 1.544, 1.319], [4.796, -0.970, 0.549], [4.540, 0.700, 1.453], [4.374, -0.903, 2.326], [2.514, 2.145, -0.922], [2.499, 2.132, 0.950], [0.922, 2.148, -0.014], [-0.097, -2.189, -1.579], [-0.261, -1.181, -0.058], [-2.795, -1.200, -1.917], [-2.391, -2.662, -0.740], [-1.958, -0.759, 1.183], [-3.701, -1.172, 0.774], [-3.923, 0.947, -0.651], [-2.081, 1.344, -0.417], [-4.321, 1.291, 1.541], [-2.750, 1.151, 2.076]], "atomic_forces_ev_per_a": [[0.062, -0.432, 0.635], [-1.419, -2.894, 2.777], [2.611, 2.731, -3.221], [0.298, 1.244, 3.049], [-0.835, 1.479, -0.756], [-1.402, 0.015, -2.041], [-0.008, 2.416, -4.533], [-1.028, -2.406, 4.484], [2.858, -1.141, 0.230], [-0.240, -1.135, 2.397], [1.159, 0.778, 1.116], [-0.254, 0.515, -0.872], [0.226, -0.704, 0.854], [-0.325, -0.838, -0.421], [-1.188, 1.306, 0.877], [-0.473, -1.438, -0.623], [-0.598, 0.868, -1.651], [-0.478, -0.939, 1.453], [-0.574, -0.912, -1.178], [1.720, -0.584, 0.149], [-0.934, 1.380, 0.101], [-0.506, -0.316, -1.742], [0.562, -0.709, 1.293], [0.172, 1.571, -0.746], [-0.961, -0.161, -1.351], [1.249, 0.608, -0.709], [1.431, -0.061, 0.649], [-1.454, -0.875, 0.394], [0.915, 0.260, 0.083], [-0.588, 0.377, -0.696]], "mulliken_charge": [-0.8435, 0.2473, -0.5334, 0.5095, -0.9685, -0.2268, 0.5115, -0.5543, -0.2445, -0.1522, -0.5761, -0.5780, -0.3209, -0.6513, 0.2598, 0.2824, 0.2957, 0.3313, 0.3929, 0.2527, 0.3697, 0.0556, 0.2945, 0.3025, 0.2696, 0.3072, 0.3085, 0.1266, 0.2647, 0.2676], "homo_energy_ev": -9.22, "relative_energy_kcal_mol": 133.7, "smiles": "CC(=O)N(C)OC(=O)OCCCCN", "gap_ha": 0.351, "max_force_ev_per_a": 5.192, "molar_mass_g_mol": 204.23}

---

2.
{"formula": "C8H16N2S", "method": "ωB97M-V/def2-TZVPD", "species": ["C", "S", "C", "N", "C", "C", "N", "C", "C", "C", "C", "H", "H", "H", "H", "H", "H", "H", "H", "H", "H", "H", "H", "H", "H", "H", "H"], "coordinates": [[0.393, 2.199, 1.282], [0.410, 1.003, 0.178], [-0.111, 1.641, -1.277], [1.622, -0.134, 0.091], [2.715, -0.193, -0.518], [3.686, -1.195, -0.086], [-0.650, -0.206, 0.764], [-1.975, 0.358, 1.028], [-2.774, -0.108, -0.188], [-2.325, -1.549, -0.425], [-0.846, -1.310, -0.124], [0.271, 1.766, 2.302], [1.136, 2.960, 1.172], [0.382, 1.053, -2.094], [-0.217, 2.762, -1.261], [2.977, 0.466, -1.291], [4.707, -0.661, 0.147], [3.950, -1.895, -0.862], [3.274, -1.768, 0.833], [-2.079, 1.472, 1.063], [-2.126, -0.115, 2.015], [-2.508, 0.603, -0.928], [-3.861, 0.124, -0.020], [-2.688, -2.113, 0.347], [-2.547, -2.045, -1.371], [-0.445, -2.133, 0.330], [-0.373, -0.980, -1.103]], "atomic_forces_ev_per_a": [[-0.051, -1.495, 1.941], [-1.790, 1.129, -1.601], [1.763, -0.422, -0.145], [0.032, -0.754, 1.088], [-0.660, -0.062, 0.569], [1.845, -0.432, 2.147], [0.474, 2.445, 0.944], [-0.530, 0.127, 0.303], [-2.599, 0.296, 1.330], [0.849, 2.655, -0.627], [0.444, 1.140, -3.382], [0.188, 0.521, -0.721], [0.205, 0.312, -0.310], [-0.666, 1.082, 0.297], [0.163, -1.549, -0.158], [0.403, 1.140, -1.337], [-1.872, -0.927, -0.138], [-0.053, -0.335, -0.443], [0.898, 1.056, -1.556], [0.701, -0.995, 0.340], [-1.305, 0.519, -0.359], [0.568, 0.186, -1.187], [0.640, -0.806, -0.116], [-1.254, -1.695, 1.871], [0.199, 0.372, -0.037], [1.605, -2.329, 0.531], [-0.195, -1.182, 0.758]], "mulliken_charge": [-1.1908, 0.7273, -0.9194, -0.3009, 0.1047, -1.0358, -0.0976, -0.7415, -0.5983, -0.7202, -0.6079, 0.2951, 0.3888, 0.2371, 0.2891, 0.4663, 0.2761, 0.2997, 0.2487, 0.3781, 0.3632, 0.2922, 0.3971, 0.3615, 0.3260, 0.4534, 0.3083], "homo_energy_ev": -7.49, "relative_energy_kcal_mol": 141.5, "smiles": "C=S(=C)(/N=C/C)N1CCCC1", "gap_ha": 0.298, "max_force_ev_per_a": 3.597, "molar_mass_g_mol": 172.30}

---

3.
{"formula": "C8H16N3", "method": "ωB97M-V/def2-TZVPD", "species": ["C", "C", "C", "C", "C", "C", "C", "C", "N", "N", "N", "H", "H", "H", "H", "H", "H", "H", "H", "H", "H", "H", "H", "H", "H", "H", "H"], "coordinates": [[2.453, 0.961, -0.276], [1.091, 1.343, -0.002], [0.294, 0.280, 0.075], [0.829, 2.791, 0.145], [-1.930, 0.914, -0.728], [-1.840, -0.684, 1.109], [1.598, -2.234, 0.541], [-1.115, -0.174, -0.098], [2.668, -0.317, -0.442], [1.579, -1.025, -0.341], [-1.016, -1.421, -1.024], [3.239, 1.651, -0.432], [1.615, 3.467, -0.291], [-0.169, 3.155, -0.016], [1.147, 3.003, 1.212], [-2.984, 0.738, -0.744], [-1.848, 1.733, -0.056], [-1.645, 1.306, -1.656], [-2.796, -1.080, 0.793], [-1.249, -1.557, 1.446], [-1.946, -0.055, 1.956], [0.908, -2.974, 0.169], [2.658, -2.586, 0.787], [1.369, -1.994, 1.568], [-0.508, -1.282, -1.931], [-1.992, -1.893, -1.253], [-0.408, -2.065, -0.512]], "atomic_forces_ev_per_a": [[0.174, -1.940, -0.411], [-0.429, 0.143, -0.564], [2.958, -3.318, -1.008], [1.848, 1.392, 1.940], [-0.516, 0.160, 0.653], [0.968, -2.427, -0.028], [2.191, 0.958, 0.731], [-0.023, 0.676, -0.947], [0.689, 1.290, 0.836], [-3.594, 1.461, 1.360], [-1.639, -0.819, -1.229], [0.631, 0.557, -0.114], [-0.974, -0.913, -0.549], [-0.235, 0.069, -0.125], [-0.968, -0.180, -0.639], [-0.781, -0.627, -0.117], [0.111, 0.871, 0.716], [0.815, 0.137, -1.522], [-0.463, 0.105, 0.134], [-0.351, 0.235, 0.326], [-0.024, 0.990, 0.386], [0.270, -0.690, -0.119], [-1.297, 0.052, -1.526], [-0.866, 0.447, 0.297], [-0.515, 0.385, 0.905], [2.431, 1.246, 0.782], [-0.410, -0.263, -0.168]], "mulliken_charge": [-0.5393, 1.2296, -0.8256, -1.4645, -2.0081, -1.4993, -1.0158, 1.7389, -0.8963, 0.4115, -0.2170, 0.4764, 0.3727, 0.3600, 0.3394, 0.4229, 0.4212, 0.4879, 0.4452, 0.4119, 0.3915, 0.3850, 0.3715, 0.3024, 0.4071, 0.4360, 0.0551], "homo_energy_ev": -12.28, "charge": 1, "relative_energy_kcal_mol": 78.4, "gap_ha": 0.333, "max_force_ev_per_a": 4.558, "molar_mass_g_mol": 154.24}

---

4.
{"formula": "C8H16N5O2", "method": "ωB97M-V/def2-TZVPD", "species": ["C", "C", "C", "N", "N", "N", "N", "N", "C", "C", "C", "C", "C", "O", "O", "H", "H", "H", "H", "H", "H", "H", "H", "H", "H", "H", "H", "H", "H", "H", "H"], "coordinates": [[1.482, -0.727, 2.291], [2.161, -1.412, 0.986], [2.102, -0.446, -0.327], [1.611, 0.912, 0.175], [0.694, 1.460, -0.699], [0.828, 1.897, -1.979], [-0.276, 2.406, -2.516], [-1.291, 2.338, -1.611], [-0.695, 1.717, -0.442], [-1.573, 1.432, 0.851], [-2.283, -0.008, 0.888], [-1.582, -1.137, -0.005], [-2.007, -1.109, -1.547], [-2.867, -0.327, -2.010], [-1.336, -2.071, -2.381], [0.410, -0.381, 2.107], [1.411, -1.531, 3.117], [2.142, 0.098, 2.724], [1.629, -2.382, 0.715], [3.268, -1.546, 1.243], [3.095, -0.371, -0.878], [1.296, -0.802, -1.072], [2.448, 1.513, 0.220], [1.734, 1.825, -2.460], [-0.921, 1.585, 1.782], [-2.394, 2.241, 0.864], [-2.218, -0.372, 1.980], [-3.388, 0.013, 0.607], [-1.935, -2.157, 0.401], [-0.456, -1.109, 0.158], [-1.089, -1.549, -3.182]], "atomic_forces_ev_per_a": [[0.100, -1.197, 0.304], [0.145, 0.988, 0.069], [-0.966, -0.982, 0.454], [1.468, -0.398, -1.555], [-5.439, 1.729, 0.021], [-0.118, 0.221, -0.406], [-0.185, -0.818, 2.334], [4.645, -2.000, 1.629], [-0.250, 0.673, -1.260], [0.256, 0.595, -0.289], [0.174, -0.984, 0.129], [-0.597, -0.567, 0.211], [-1.605, 1.444, -1.069], [3.390, -2.740, 1.720], [-0.299, 2.588, 1.357], [1.608, -0.279, 0.222], [0.200, 1.171, -1.357], [-1.099, -0.956, -0.776], [1.015, 1.156, 0.516], [-1.679, -0.323, -0.452], [-1.255, -0.034, 0.804], [1.375, 0.349, 1.176], [-0.798, 0.150, 0.188], [-0.671, 0.219, 0.015], [-0.829, -0.278, -1.495], [1.474, -1.174, -0.184], [-0.139, 0.605, -1.718], [1.595, 0.365, 0.299], [0.599, 1.443, -0.692], [-1.433, -0.170, -0.568], [-0.682, -0.798, 0.375]], "mulliken_charge": [-0.7124, -0.5997, -0.3635, -0.4037, 0.5092, 0.0625, -0.3811, -0.1525, 0.2288, -0.4536, -0.7639, 0.2090, 0.4252, -0.4895, -0.4798, 0.0358, 0.3350, 0.3054, 0.3218, 0.3386, 0.4072, 0.2294, 0.3154, 0.2787, 0.3695, 0.3442, 0.3257, 0.4265, 0.5133, -0.5481, 0.3663], "homo_energy_ev": -13.86, "charge": 1, "relative_energy_kcal_mol": 11.8, "smiles": "CCCNN1NN=[N+]=C1CCCC(=O)O", "gap_ha": 0.337, "max_force_ev_per_a": 5.707, "molar_mass_g_mol": 214.25}

---

5.
{"formula": "C8H16N6", "method": "ωB97M-V/def2-TZVPD", "species": ["C", "C", "N", "C", "N", "C", "C", "N", "C", "N", "N", "N", "C", "C", "H", "H", "H", "H", "H", "H", "H", "H", "H", "H", "H", "H", "H", "H", "H", "H"], "coordinates": [[-3.586, -1.800, -1.748], [-3.022, -0.762, -0.703], [-1.810, -1.104, -0.137], [-0.906, -1.675, 0.259], [0.146, -2.228, 0.701], [1.513, -1.727, 0.345], [2.563, -2.466, -0.273], [3.613, -1.613, -0.286], [3.367, -0.546, 0.373], [2.026, -0.470, 0.712], [1.263, 0.574, 1.352], [1.710, 0.938, 2.667], [1.343, 1.806, 0.541], [0.778, 1.700, -0.864], [-2.940, -1.967, -2.591], [-3.747, -2.771, -1.196], [-4.570, -1.364, -2.029], [-3.746, -0.598, 0.068], [-3.111, 0.194, -1.187], [0.101, -3.186, 0.964], [2.508, -3.331, -0.897], [4.136, 0.256, 0.612], [2.521, 0.343, 2.933], [0.900, 0.845, 3.270], [2.053, 1.941, 2.776], [0.760, 2.452, 1.161], [2.255, 2.250, 0.624], [1.364, 0.923, -1.567], [-0.184, 1.287, -0.702], [0.944, 2.588, -1.394]], "atomic_forces_ev_per_a": [[-0.613, -0.224, 2.183], [-2.705, -0.262, -2.060], [0.384, 0.045, 0.217], [-0.740, 0.660, -0.710], [3.545, 0.896, 0.057], [-0.205, -1.992, -0.525], [-2.876, 3.375, 0.783], [1.813, -1.108, 0.186], [0.743, 2.257, 0.027], [-0.442, -0.766, 1.813], [0.512, -1.043, -2.588], [1.680, 0.318, 0.645], [-2.270, -0.479, -0.191], [2.669, -3.482, -0.164], [0.193, 0.174, -0.343], [0.006, 0.910, -0.788], [0.701, -0.588, -0.107], [-0.368, -0.435, 0.903], [1.278, 0.663, -0.253], [-0.026, -0.851, 0.445], [0.048, -0.612, 0.169], [-1.313, -0.985, -0.533], [-0.683, 0.062, 0.347], [-0.015, -0.342, 0.700], [-0.394, -1.117, -0.551], [-1.134, 0.892, -0.047], [3.305, 0.799, -0.266], [-1.040, 1.416, 1.877], [-1.381, 0.294, -0.702], [-0.671, 1.526, -0.523]], "mulliken_charge": [-1.0380, -0.3919, 0.2202, 0.3524, -0.2052, 0.1186, -0.6169, -0.4511, 0.0888, 0.2598, -0.1778, -0.2868, -0.7984, -1.1276, 0.3747, 0.3417, 0.3346, 0.3557, 0.3437, 0.3505, 0.4082, 0.3150, 0.3794, 0.3476, 0.3964, 0.5731, 0.6472, 0.2482, 0.1867, 0.4511], "homo_energy_ev": -16.19, "charge": 2, "relative_energy_kcal_mol": 104.7, "smiles": "CC[N+]#CNc1cncn1N([NH3+])CC", "gap_ha": 0.350, "max_force_ev_per_a": 4.503, "molar_mass_g_mol": 196.26}

---

6.
{"formula": "C8H16NO", "method": "ωB97M-V/def2-TZVPD", "species": ["C", "C", "C", "C", "C", "C", "C", "C", "N", "O", "H", "H", "H", "H", "H", "H", "H", "H", "H", "H", "H", "H", "H", "H", "H", "H"], "coordinates": [[-3.325, -2.573, 1.347], [1.775, 0.404, 0.403], [0.583, 2.577, 0.721], [0.723, 1.430, -1.666], [-0.204, -1.936, -1.061], [-0.746, 0.343, 0.081], [0.558, 1.291, -0.155], [-0.417, -1.105, 0.284], [-2.412, -2.054, 0.905], [-0.096, -1.543, 1.431], [-3.959, -3.253, 1.960], [1.757, -0.499, -0.170], [2.671, 0.919, 0.096], [1.726, 0.224, 1.435], [-0.054, 3.406, 0.379], [1.608, 2.843, 0.606], [0.455, 2.361, 1.747], [0.107, 2.319, -2.012], [0.433, 0.502, -2.139], [1.788, 1.717, -1.650], [0.299, -1.152, -1.657], [0.467, -2.808, -1.104], [-1.154, -2.081, -1.600], [-1.090, 0.559, 1.091], [-1.499, 0.549, -0.784], [0.007, -2.438, 1.511]], "atomic_forces_ev_per_a": [[-0.530, -1.675, 1.576], [-1.068, 1.720, -2.499], [-0.458, -0.546, -2.322], [0.104, 2.446, 1.566], [0.030, 1.758, 0.768], [-0.525, 0.368, 0.562], [-0.208, -2.493, 1.800], [0.514, -1.142, -3.909], [-1.089, 0.310, -0.782], [0.165, 4.722, 0.287], [0.301, 1.074, -0.982], [0.362, -0.843, -0.121], [0.513, 0.134, 0.349], [0.028, -0.168, 1.412], [0.086, -0.411, 0.146], [0.850, 0.903, 0.033], [-0.453, -0.296, 1.119], [0.659, -1.234, 0.055], [0.475, 0.291, -0.587], [-0.327, -0.296, -1.439], [-0.098, -0.588, 0.083], [-0.583, 0.137, 0.699], [0.247, -0.168, 0.567], [-0.767, 0.749, -0.223], [1.122, -0.736, 1.857], [0.652, -4.016, -0.016]], "mulliken_charge": [-0.0722, -1.6608, -1.6033, -1.2043, -0.8538, -1.1260, 1.3065, 0.8126, -0.3838, -0.2559, 0.3551, 0.4296, 0.5847, 0.3875, 0.3587, 0.4525, 0.4571, 0.3496, 0.3380, 0.3741, 0.1141, 0.3658, 0.3425, 0.3640, 0.3508, 0.4170], "homo_energy_ev": -14.50, "charge": 1, "relative_energy_kcal_mol": 77.9, "gap_ha": 0.378, "max_force_ev_per_a": 4.734, "molar_mass_g_mol": 142.22}